Version 1
# C6H17N2

A cluster of 2 separate species, C6H17N2 in total (wB97M-V/def2-TZVPD, the Open Molecules 2025 dataset).

Structure (XYZ):
```
25
Properties=species:S:1:pos:R:3:lowdin_charge:R:1
C -2.7775 0.7897 0.5947 -0.04
C -1.8125 0.1911 -0.4979 -0.20
C -0.9426 1.2507 -1.1284 0.15
C 0.4968 1.0985 -1.0529 -0.13
C 1.3162 -0.2789 -1.3394 -0.11
N 2.0096 -0.8240 -0.1455 -0.12
C 2.8576 0.0347 0.6340 -0.11
N -1.2666 -1.7524 2.1402 0.03
H -2.0248 1.5092 0.9462 0.07
H -3.1542 0.0849 1.3330 0.08
H -3.5143 1.4470 0.1158 0.09
H -2.3982 -0.4601 -1.1513 0.14
H -1.2112 1.5029 -2.1468 0.15
H -1.0788 -0.4867 -0.0422 0.08
H 0.7626 1.1913 0.0135 0.12
H 1.1705 1.8232 -1.5625 0.14
H 0.5624 -1.0537 -1.5094 0.12
H 1.9977 -0.0219 -2.1254 0.12
H 2.4752 -1.7001 -0.3622 0.13
H 3.0445 -0.3055 1.6541 0.10
H 2.3919 1.0274 0.6261 0.07
H 3.8104 0.2287 0.0968 0.10
H -0.8195 -0.8519 2.2696 0.01
H -0.6850 -2.3459 1.5774 0.01
H -1.5534 -2.0918 3.0454 0.03
```

- Orbital gap: 5.79 eV
- Net charge: +1

Version 2
# C6H17N2

The ion C6H17N2 with charge +1 (wB97M-V/def2-TZVPD, the Open Molecules 2025 dataset).

Structure (XYZ):
```
25
Properties=species:S:1:pos:R:3:lowdin_charge:R:1
C -1.9112 0.0554 -1.6260 -0.06
C -1.3853 -0.9421 -0.5943 -0.23
N -0.1176 -0.4813 0.0121 -0.18
C 0.8540 -1.6065 0.1494 -0.23
C 1.8332 -1.6224 -1.0382 -0.08
C -0.3356 0.2323 1.2578 -0.19
C -0.3124 1.7493 1.0511 -0.10
N 1.1047 2.2126 0.8760 0.21
H -1.2370 -0.0285 -2.4867 0.08
H -1.8785 1.0779 -1.2608 0.05
H -2.8767 -0.2476 -2.0238 0.08
H -1.2099 -1.8763 -1.1261 0.12
H -2.0806 -1.2176 0.1766 0.11
H 1.3787 -1.5997 1.1036 0.11
H 0.3095 -2.5407 0.1051 0.11
H 2.0552 -0.6035 -1.3537 0.06
H 2.7559 -2.1512 -0.7679 0.08
H 1.4532 -2.2571 -1.8379 0.07
H 0.4990 -0.0009 1.9263 0.12
H -1.2265 -0.0735 1.8123 0.13
H -0.7890 2.2316 1.8802 0.13
H -0.8207 1.9466 0.1191 0.10
H 1.3463 2.9488 1.5433 0.17
H 1.8056 1.4814 1.0309 0.17
H 1.2510 2.6069 -0.0556 0.18
```

- Orbital gap: 8.94 eV
- Net charge: +1

Energy ordering: version 2 at the bottom, the next structure 366.5 kJ/mol above.

Version 1
# C3H11N4

A cluster of 2 separate species, C3H11N4 in total (wB97M-V/def2-TZVPD, the Open Molecules 2025 dataset).

Structure (XYZ):
```
18
Properties=species:S:1:pos:R:3:lowdin_charge:R:1
C -0.8050 -0.6882 -1.4792 -0.19
C 1.7379 -0.5063 1.0201 -0.13
C -0.5423 2.1173 1.7937 0.04
N -2.0242 -0.4512 -1.8819 0.19
N 0.0085 -1.5062 -2.0865 0.19
N 0.6012 0.3498 0.8257 -0.15
N 0.4169 1.2432 1.7389 -0.13
H 2.4129 -0.4246 0.1638 0.07
H 2.3041 -0.2522 1.9247 0.08
H 1.4077 -1.5462 1.1073 0.07
H -1.2894 2.1484 1.0233 0.07
H -0.4053 -0.1784 -0.5599 0.10
H -0.5809 2.8039 2.6141 0.07
H -2.4142 -0.8926 -2.7069 0.14
H -0.2442 -2.0146 -2.9261 0.14
H 0.9338 -1.6552 -1.7141 0.12
H 1.1031 1.2745 2.5121 0.17
H -2.6205 0.1787 -1.3693 0.13
```

- Orbital gap: 8.37 eV
- Net charge: +1

Version 2
# C3H11N4

A cluster of 2 separate species, C3H11N4 in total (wB97M-V/def2-TZVPD, the Open Molecules 2025 dataset).

Structure (XYZ):
```
18
Properties=species:S:1:pos:R:3:lowdin_charge:R:1
C -0.7952 1.2171 1.2598 -0.08
N -0.1049 1.3110 -0.0531 -0.12
C 1.1004 1.9617 -0.0939 -0.32
N 1.5034 2.5676 -1.1828 0.09
H -1.8686 1.1180 1.0543 0.09
H -0.4963 0.3513 1.8322 0.07
H -0.6224 2.1035 1.8300 0.08
H -0.7258 1.6898 -0.7896 0.15
H 1.7343 1.8381 0.7988 0.13
H 2.3259 3.0804 -0.9249 0.03
N 0.1586 -1.4833 -0.7485 0.21
C -0.7804 -1.9897 0.0322 -0.14
N -0.8932 -3.2614 0.4363 0.20
H 0.9714 -2.0357 -0.9803 0.14
H 0.1878 -0.4810 -0.8828 0.08
H -1.5500 -1.2862 0.3362 0.14
H -1.5385 -3.5170 1.1621 0.14
H -0.2149 -3.9337 0.2114 0.12
```

- Orbital gap: 8.99 eV
- Net charge: +1

Energy ordering: version 2 at the bottom, the next structure 160.0 kJ/mol above.

Version 1
# C3H10N3O

The ion C3H10N3O with charge +1 (wB97M-V/def2-TZVPD, the Open Molecules 2025 dataset).

Structure (XYZ):
```
17
Properties=species:S:1:pos:R:3:lowdin_charge:R:1
C 0.7631 -0.3410 -1.2564 0.01
C 0.2689 0.0696 0.1044 -0.55
N 0.7286 -0.7049 1.1483 0.12
N 0.7022 1.5923 0.2479 0.20
C -1.1976 0.0611 0.1456 -0.49
N -1.7859 -1.1693 0.1175 0.21
O -1.7900 1.1105 0.1534 0.12
H 1.7968 -0.5329 -1.2505 0.08
H 0.2448 0.1613 -2.1436 0.15
H 0.3017 -1.3604 -1.3099 0.10
H 1.7917 -1.0088 1.1624 0.19
H 0.4896 -0.4158 2.0312 0.07
H 1.1646 1.9606 -0.6000 0.16
H 0.9884 1.9954 1.1782 0.18
H -0.4120 1.8697 0.1224 0.16
H -1.2479 -1.9431 -0.1939 0.10
H -2.8070 -1.3442 0.3429 0.18
```

- Orbital gap: 11.28 eV
- Net charge: +1

Version 2
# C3H10N3O

A cluster of 2 separate species, C3H10N3O in total (wB97M-V/def2-TZVPD, the Open Molecules 2025 dataset).

Structure (XYZ):
```
17
Properties=species:S:1:pos:R:3:lowdin_charge:R:1
C 1.0900 -1.4353 0.2285 -0.14
C 1.2165 -0.0379 0.8684 -0.34
C -1.3001 1.2101 0.0474 -0.20
N -1.0986 0.7170 -1.0630 0.14
N -1.9567 1.9777 0.8424 0.21
N 0.6058 -1.2969 -1.1714 0.14
O 0.0592 0.4170 1.4080 -0.14
H 2.0446 -1.9609 0.2442 0.13
H 0.3553 -2.0060 0.7975 0.13
H 1.9378 -0.0976 1.6972 0.14
H 1.6439 0.6619 0.1289 0.13
H -0.1567 -0.4996 -1.1741 0.07
H -1.5515 1.0513 -1.9045 0.13
H -2.8147 2.4327 0.5510 0.15
H -1.6690 2.0444 1.8106 0.14
H 1.3703 -1.0012 -1.7836 0.16
H 0.2240 -2.1765 -1.5273 0.16
```

- Orbital gap: 9.61 eV
- Net charge: +1

Energy ordering: version 1 at the bottom, the next structure 171.8 kJ/mol above.

Version 1
# C6H7NO3

A cluster of 2 separate species, C6H7NO3 in total (wB97M-V/def2-TZVPD, the Open Molecules 2025 dataset).

Structure (XYZ):
```
17
Properties=species:S:1:pos:R:3:lowdin_charge:R:1
N -0.8953 2.7193 1.6496 0.17
C -1.5012 2.0713 2.4193 -0.15
C -2.5577 1.4094 3.1365 -0.16
C -2.4805 0.1335 3.5447 0.04
C -3.8397 -0.4847 3.4741 -0.15
O -4.7263 0.6235 3.4069 -0.06
C -4.0286 1.8156 3.1793 -0.26
C -4.5460 2.4811 1.9102 -0.16
O -4.9794 1.8773 0.9596 0.08
H -1.5714 -0.4420 3.7124 0.14
H -4.0734 -1.0804 4.3690 0.13
H -3.9396 -1.1446 2.5953 0.14
H -4.2064 2.5435 3.9923 0.16
H -4.1344 3.5034 1.7622 0.14
O -2.7562 0.4322 -0.4135 -0.11
H -3.5709 0.6550 0.0651 -0.01
H -2.1395 1.2706 -0.4466 0.09
```

- Orbital gap: 9.75 eV

Version 2
# C6H7NO3

The molecule C6H7NO3 (wB97M-V/def2-TZVPD, the Open Molecules 2025 dataset).

Structure (XYZ):
```
17
Properties=species:S:1:pos:R:3:lowdin_charge:R:1
O 2.0672 -2.0665 -0.1181 0.06
C 1.0661 -1.3177 -0.1005 -0.32
C -0.3127 -1.6388 0.2192 -0.02
C -1.4341 -0.9609 0.3838 -0.04
C -1.6700 0.5474 0.1762 -0.18
C -0.6077 1.3281 -0.5491 -0.11
C 0.7569 1.2396 0.0851 -0.40
O 1.4473 2.2383 0.3713 0.08
N 1.4410 0.0698 0.0099 0.02
O 2.8727 0.2433 0.0149 0.06
H -0.4512 -2.7763 0.2539 0.15
H -2.3567 -1.4686 0.6725 0.11
H -2.6149 0.7177 -0.4212 0.14
H -1.8273 0.9368 1.1033 0.08
H -1.0703 2.3914 -0.5167 0.15
H -0.4745 1.1773 -1.6626 0.15
H 3.1684 -0.6610 0.0779 0.07
```

- Orbital gap: 9.15 eV

Energy ordering: version 1 at the bottom, the next structure 18.7 kJ/mol above.

Version 1
# C2H3I2NO

The molecule C2H3I2NO (wB97M-V/def2-TZVPD, the Open Molecules 2025 dataset).

Structure (XYZ):
```
9
Properties=species:S:1:pos:R:3:lowdin_charge:R:1
C -0.5319 0.2915 -0.9908 -0.48
C -0.4799 -0.8748 -0.2654 -0.64
N 1.6656 0.3684 0.7707 -0.58
O -0.8204 1.4008 -0.3567 -0.52
I -1.6137 -1.4318 1.4300 0.79
I 0.8190 2.0158 0.9549 1.37
H -0.2112 0.2716 -2.0236 0.11
H -0.2189 -1.6974 -0.9570 0.04
H 1.3915 -0.3441 1.4378 -0.10
```

- Orbital gap: 7.46 eV

Version 2
# C2H3I2NO

A structure of composition C2H3I2NO (wB97M-V/def2-TZVPD, the Open Molecules 2025 dataset).

Structure (XYZ):
```
9
Properties=species:S:1:pos:R:3:lowdin_charge:R:1
C 0.5337 0.0285 0.7516 -0.39
C 1.9900 -0.2668 0.7362 -1.16
N 2.5397 2.2061 1.7008 -0.21
O 1.6022 2.8961 1.7866 -0.05
I 2.9017 1.3575 -0.4280 0.99
I 2.5013 -2.2031 0.0295 0.68
H 0.2183 0.9674 1.4094 0.10
H 0.1792 0.1069 -0.1601 -0.01
H -0.0238 -0.7771 1.1131 0.04
```

- Orbital gap (alpha / beta): 6.00 / 6.02 eV

Energy ordering: version 1 at the bottom, the next structure 128.1 kJ/mol above.